[1]
# C4H8N3O

A cluster of 2 separate species, C4H8N3O in total in a non-equilibrium geometry (ωB97M-V/def2-TZVPD, the OMol25 dataset).

Last columns: bonded neighbours and bond lengths (Å).
Element x y z (Å)
1 O -0.96905 1.89234 -0.02786  C2 1.218
2 C -1.95251 2.49665 0.36041  O1 1.218, N3 1.359, H4 1.117
3 N -2.23827 3.78940 0.05469  C2 1.359, H5 1.023, H6 1.023
4 H -2.72732 2.03338 1.01824  C2 1.117
5 H -1.59508 4.31359 -0.54370  N3 1.023
6 H -3.08366 4.23924 0.41453  N3 1.023
7 C 0.92470 -1.80610 1.00428  C8 1.370, N10 1.373, H12 1.090
8 C 1.69468 -2.80126 0.46329  C7 1.370, N11 1.373, H13 1.090
9 C 1.19300 -1.36481 -1.15932  N10 1.337, N11 1.336, H14 1.090
10 N 0.63468 -0.94066 -0.02151  C7 1.373, C9 1.337, H15 1.036
11 N 1.83942 -2.49773 -0.86800  C8 1.373, C9 1.336, H16 1.036
12 H 0.56787 -1.65115 2.02250  C7 1.090
13 H 2.14217 -3.68586 0.91643  C8 1.090
14 H 1.13289 -0.88123 -2.13432  C9 1.090
15 H 0.06592 -0.07857 0.05977  N10 1.036
16 H 2.37057 -3.05723 -1.55948  N11 1.036

## Properties
- Net charge: +1
- Molar mass: 114.13 g mol⁻¹
- 2S+1: 1
- Energy relative to the best compared isomer or geometry (same formula, charge and spin): 4.58 kcal per mole
- HOMO: -13.51 eV

***

[2]
# C4H4O2

The molecule C4H4O2 (ωB97M-V/def2-TZVPD, the OMol25 dataset).

Last columns: bonded neighbours and bond lengths (Å).
Element x y z (Å)
1 C 1.41970 0.36474 -0.84511  O2 1.444, H7 1.090, H8 1.091, H9 1.090
2 O 0.04737 0.81176 -0.89036  C1 1.444, C3 1.290
3 C -0.85389 0.08556 -0.32181  O2 1.290, O4 1.704, C5 1.345, C6 1.694
4 O -0.32611 -0.58040 1.15527  C3 1.704, C6 1.319
5 C -2.17435 -0.09149 -0.13471  C3 1.345, C6 1.425
6 C -1.60178 -0.24356 1.16179  C3 1.694, O4 1.319, C5 1.425, H10 1.095
7 H 1.84453 0.58299 -1.82518  C1 1.090
8 H 1.93451 0.93028 -0.06716  C1 1.091
9 H 1.46195 -0.70222 -0.62611  C1 1.090
10 H -2.04875 0.06845 2.11154  C6 1.095

## Properties
- Molar mass: 84.07 g mol⁻¹
- 2S+1: 1
- Energy relative to the best compared isomer or geometry (same formula, charge and spin): 118.51 kcal per mole
- HOMO: -9.02 eV

***

[3]
# C3H6S3

The molecule C3H6S3 in a non-equilibrium geometry (ωB97M-V/def2-TZVPD, the OMol25 dataset).

Last columns: bonded neighbours and bond lengths (Å).
Element x y z (Å)
1 S 2.37390 0.33888 2.09695  C2 1.879, H7 1.323
2 C 1.43133 0.07153 0.49303  S1 1.879, C3 1.350, H8 1.006
3 C 0.09890 -0.13109 0.56642  C2 1.350, C4 1.508, H9 1.068
4 C -0.82282 -0.19850 -0.62529  C3 1.508, S5 1.777, S6 1.844, H10 1.006
5 S -1.97804 1.13864 -0.80841  C4 1.777, H11 1.347
6 S -1.63553 -1.85339 -0.58118  C4 1.844, H12 1.342
7 H 2.65294 1.57808 1.72841  S1 1.323
8 H 1.94438 0.14864 -0.36849  C2 1.006
9 H -0.21239 0.11005 1.55967  C3 1.068
10 H -0.33159 -0.23589 -1.50193  C4 1.006
11 H -1.06362 1.93417 -0.22051  S5 1.347
12 H -1.86994 -1.89709 0.73964  S6 1.342

## Properties
- SMILES: S/C=C/C(S)S
- Molar mass: 138.28 g mol⁻¹
- 2S+1: 1
- Energy relative to the best compared isomer or geometry (same formula, charge and spin): 36.42 kcal per mole
- HOMO: -9.18 eV

***

[4]
# C4H7NO

The molecule C4H7NO in a non-equilibrium geometry (ωB97M-V/def2-TZVPD, the OMol25 dataset).

Last columns: bonded neighbours and bond lengths (Å).
Element x y z (Å)
1 O 1.57516 1.05337 0.41947  C2 1.389, H7 1.049
2 C 1.06393 0.07937 -0.42904  O1 1.389, C3 1.519, C6 1.646, H8 1.092
3 C 0.50248 -1.19386 0.18108  C2 1.519, N4 1.489, H9 1.096, H10 1.090
4 N -0.89529 -0.82178 -0.17298  C3 1.489, C5 1.441, C6 1.496
5 C -1.28396 0.34476 0.57886  N4 1.441, C6 1.505, H11 1.091, H12 1.093
6 C -0.49871 0.52405 -0.69226  C2 1.646, N4 1.496, C5 1.505, H13 1.097
7 H 0.63929 1.39658 0.09247  O1 1.049
8 H 1.58040 -0.01673 -1.38620  C2 1.092
9 H 0.67086 -1.30308 1.25858  C3 1.096
10 H 0.79555 -2.10359 -0.34362  C3 1.090
11 H -0.82200 0.55766 1.54359  C5 1.091
12 H -2.36070 0.53032 0.53625  C5 1.093
13 H -0.96701 0.95293 -1.58621  C6 1.097

## Properties
- SMILES: O[C@H]1CN2C[C@@H]12
- Molar mass: 85.11 g mol⁻¹
- 2S+1: 1
- Energy relative to the best compared isomer or geometry (same formula, charge and spin): 106.90 kcal per mole
- HOMO: -9.31 eV

***

[5]
# C5H10O2

The molecule C5H10O2 (ωB97M-V/def2-TZVPD, the OMol25 dataset).

Last columns: bonded neighbours and bond lengths (Å).
Element x y z (Å)
1 C -1.47113 -1.46580 0.17114  C2 1.516, H8 1.095, H9 1.098, H10 1.094
2 C -0.60942 -0.22933 0.00584  C1 1.516, C3 1.533, C6 1.467, O7 1.436
3 C 0.85633 -0.48524 -0.36455  C2 1.533, C4 1.565, H11 1.100, H12 1.098
4 C 1.93487 0.54592 0.10843  C3 1.565, O5 1.407, H13 1.096, H14 1.103
5 O 1.47705 1.82781 0.46548  C4 1.407, H15 0.972
6 C -1.22998 1.03592 -0.40118  C2 1.467, O7 1.434, H16 1.094, H17 1.089
7 O -0.89237 0.79460 0.97134  C2 1.436, C6 1.434
8 H -1.52009 -2.03695 -0.76236  C1 1.095
9 H -1.07855 -2.13644 0.94653  C1 1.098
10 H -2.49261 -1.19069 0.45139  C1 1.094
11 H 0.88296 -0.60143 -1.45782  C3 1.100
12 H 1.13391 -1.47227 0.02956  C3 1.098
13 H 2.66097 0.73724 -0.68979  C4 1.096
14 H 2.50677 0.09774 0.93765  C4 1.103
15 H 0.72278 1.70252 1.06524  O5 0.972
16 H -2.30379 1.11035 -0.59793  C6 1.094
17 H -0.57770 1.76605 -0.87898  C6 1.089

## Properties
- SMILES: C[C@@]1(CCO)CO1
- Molar mass: 102.13 g mol⁻¹
- 2S+1: 1
- Energy relative to the best compared isomer or geometry (same formula, charge and spin): 54.00 kcal per mole
- HOMO: -9.96 eV